(1)
This record from the Open Molecules 2025 dataset describes one molecule with the formula C11H17N5 in a non-equilibrium geometry. The level of theory is ωB97M-V/def2-TZVPD.

The geometry in XYZ format:
```
33
Properties=species:S:1:pos:R:3:forces:R:3
C -3.1506 -0.2385 -0.4903 2.4822 0.8469 -1.9650
C -2.1597 0.9680 -0.2974 -0.5446 0.4244 -0.1850
N -2.5016 1.7351 0.9720 0.3539 0.2472 -0.9142
N -1.3655 2.5774 1.3188 1.0207 0.5094 -0.1234
C -0.1705 2.1609 0.5339 -2.2813 -3.3405 0.1851
C 1.0901 1.8216 1.2619 0.0306 0.8227 -2.0813
N 2.0415 1.0909 0.3936 0.6364 -0.0059 -0.0013
C 1.6867 0.2354 -0.8365 0.2551 1.3974 2.2494
C 1.7690 -1.2490 -0.5002 -1.0311 -2.4138 3.1721
C 1.7227 -2.3033 -1.4743 0.6293 0.9953 3.0411
N 1.6598 -3.5755 -1.1226 -0.7137 -1.6256 1.3599
C 1.5345 -3.9940 0.2197 -0.5964 3.3028 -0.2464
C 1.5766 -2.9699 1.2358 -0.2792 0.9265 -4.6035
N 1.6834 -1.6011 0.8631 0.0859 -1.8049 -1.4766
C 0.3068 0.6602 -1.3872 -1.4275 -0.9027 0.2421
C -0.6612 0.8322 -0.1522 1.4530 0.4482 -1.1838
H -3.1803 -0.9318 0.2865 0.4498 -1.3139 1.4346
H -2.9281 -0.7630 -1.4744 -0.2069 0.5557 1.2540
H -4.1210 0.1506 -0.5426 -1.4601 0.7714 -0.3039
H -2.2905 1.5414 -1.2429 -0.3963 0.4875 0.8484
H -2.5486 1.0358 1.7222 0.0311 0.3404 -0.3650
H -1.4849 3.5879 1.1185 -0.8805 -1.2065 0.0889
H 0.0162 2.7707 -0.2801 0.4100 1.9463 -1.4155
H 1.4734 2.7694 1.6126 0.8682 0.1633 0.1516
H 0.7982 1.2683 2.0755 -0.5734 -1.5373 2.2236
H 2.7245 0.6438 1.0365 -0.7785 0.1201 -1.2174
H 2.4561 0.5381 -1.5369 0.1472 -0.4735 -0.4462
H 1.7828 -1.9298 -2.4712 -0.0144 -0.7268 -1.0708
H 1.1363 -5.0090 0.5582 1.1817 1.1885 -1.2476
H 1.3060 -3.3054 2.2140 0.3330 0.6691 0.8459
H 0.3394 1.5581 -2.0154 0.2828 0.1243 0.4584
H -0.0973 -0.0924 -2.0928 0.3457 -0.0633 0.4256
H -0.4442 0.0170 0.4943 0.1872 -0.8725 0.8665
```
Forces are in eV/Å.

Summary:
Charge: 0
ΔE to the lowest compared entry with this formula, charge and spin: 223.1 kJ/mol
Spin multiplicity: 1
SMILES string: C[C@H]1NN[C@H]2CN[C@@H](c3cnccn3)C[C@@H]21
Kohn-Sham gap: 8.58 eV
Maximum force: 0.0915 hartree/bohr

Mulliken atomic charge list, values in e, 4 entries: atom 1 (C): -1.586, atom 2 (C): -0.101, atom 3 (N): -0.483, atom 4 (N): -0.430

---

(2)
This record from the Open Molecules 2025 dataset describes one molecule with the formula C3H5N3O in a non-equilibrium geometry. The level of theory is ωB97M-V/def2-TZVPD.

The geometry in XYZ format:
```
12
Properties=species:S:1:pos:R:3:forces:R:3
H -1.0126 1.9818 -2.0652 0.8271 0.5205 0.2823
N -1.4371 1.1046 -1.8486 -0.0089 -3.3368 3.9327
C -0.9756 0.4529 -0.7779 0.2637 1.4010 -3.8203
C 0.4266 0.7578 -0.0412 -2.1929 2.1231 -0.3866
N 0.6491 -0.4742 0.5461 -1.6923 -2.9182 -1.5420
O 1.3592 -0.6980 1.6610 1.8350 -0.3246 2.4036
C -0.5240 -1.2324 0.4277 2.6111 1.4901 0.0521
N -1.4362 -0.8581 -0.3462 -0.8283 2.0194 -0.9374
H 0.1264 1.5361 0.7653 1.3329 -0.5524 -1.5150
H 1.1281 0.9138 -0.8853 -0.1701 1.0015 0.9997
H 2.0454 -1.4204 1.5685 -1.0991 1.2610 -0.6967
H -0.3492 -2.0638 0.9959 -0.8784 -2.6845 1.2275
```
Forces are in eV/Å.

Summary:
Charge: 0
ΔE to the lowest compared entry with this formula, charge and spin: 417.6 kJ/mol
Spin multiplicity: 1
SMILES string: [H]/N=C1\CN(O)C=N1
Kohn-Sham gap: 9.43 eV
Maximum force: 0.1003 hartree/bohr

Mulliken atomic charge list, values in e, 4 entries: atom 1 (H): 0.236, atom 2 (N): -0.664, atom 3 (C): 0.412, atom 4 (C): -0.424

---

Q: spin multiplicity of number 2 (C3H5N3O)?
A: 1

---

Copy entry 2 word for word.
This record from the Open Molecules 2025 dataset describes one molecule with the formula C3H5N3O in a non-equilibrium geometry. The level of theory is ωB97M-V/def2-TZVPD.

The geometry in XYZ format:
```
12
Properties=species:S:1:pos:R:3:forces:R:3
H -1.0126 1.9818 -2.0652 0.8271 0.5205 0.2823
N -1.4371 1.1046 -1.8486 -0.0089 -3.3368 3.9327
C -0.9756 0.4529 -0.7779 0.2637 1.4010 -3.8203
C 0.4266 0.7578 -0.0412 -2.1929 2.1231 -0.3866
N 0.6491 -0.4742 0.5461 -1.6923 -2.9182 -1.5420
O 1.3592 -0.6980 1.6610 1.8350 -0.3246 2.4036
C -0.5240 -1.2324 0.4277 2.6111 1.4901 0.0521
N -1.4362 -0.8581 -0.3462 -0.8283 2.0194 -0.9374
H 0.1264 1.5361 0.7653 1.3329 -0.5524 -1.5150
H 1.1281 0.9138 -0.8853 -0.1701 1.0015 0.9997
H 2.0454 -1.4204 1.5685 -1.0991 1.2610 -0.6967
H -0.3492 -2.0638 0.9959 -0.8784 -2.6845 1.2275
```
Forces are in eV/Å.

Summary:
Charge: 0
ΔE to the lowest compared entry with this formula, charge and spin: 417.6 kJ/mol
Spin multiplicity: 1
SMILES string: [H]/N=C1\CN(O)C=N1
Kohn-Sham gap: 9.43 eV
Maximum force: 0.1003 hartree/bohr

Mulliken atomic charge list, values in e, 4 entries: atom 1 (H): 0.236, atom 2 (N): -0.664, atom 3 (C): 0.412, atom 4 (C): -0.424

---

Q: What is the charge in the second record?
A: 0

---

Q: Look up the maximum force of the first one.
A: 0.0915 hartree/bohr